Density functional theory data (ωB97M-V/def2-TZVPD) for a molecular structure, H10O17S3Zn in a non-equilibrium geometry.

Element x y z (Å)
Zn  -0.406  0.280  0.099
S  -3.130  -3.641  -3.425
O  -2.397  -3.006  -2.301
O  -2.128  -4.226  -4.373
O  -3.879  -4.811  -2.951
O  -4.029  -2.695  -4.069
S  4.182  -2.129  -2.038
O  4.333  -2.838  -0.776
O  5.511  -1.773  -2.517
O  3.558  -3.038  -3.007
O  3.247  -0.994  -1.750
S  2.456  3.614  3.709
O  2.935  4.981  3.538
O  1.734  3.603  4.951
O  1.602  3.212  2.657
O  3.596  2.721  3.789
O  0.995  -2.078  3.123
H  1.027  -2.263  4.061
H  1.690  -2.618  2.747
O  -1.942  2.944  -2.686
H  -2.638  3.570  -2.485
H  -1.670  3.164  -3.577
O  -4.002  -4.000  2.590
H  -4.197  -3.195  3.071
H  -3.891  -3.717  1.683
O  3.709  4.897  -2.073
H  3.226  4.227  -1.589
H  4.148  5.413  -1.396
O  -4.191  1.359  1.540
H  -4.909  1.722  1.021
H  -4.538  1.317  2.432

Force components x, y, z for each atom (eV/Å):
0.04 -0.01 0.00
0.83 -0.48 -0.06
-0.11 -0.15 -0.20
0.07 0.62 -0.07
-0.81 -0.79 0.78
-0.35 0.64 -0.56
-0.17 -0.05 -0.40
-0.07 -0.72 1.82
0.47 1.09 -0.37
-0.70 -0.04 -0.57
0.74 -0.41 -0.55
1.58 1.34 1.33
0.69 1.96 -0.89
-1.61 -0.45 3.11
-2.27 -0.98 -3.45
1.69 -1.55 0.14
-0.29 -0.06 0.10
0.03 0.09 0.21
0.23 -0.02 -0.35
-0.01 0.00 0.07
-0.15 0.10 0.15
0.16 -0.08 -0.23
-0.26 -0.30 0.37
0.09 0.22 0.02
0.21 0.06 -0.45
0.11 0.32 -0.44
-0.16 -0.34 0.22
0.03 -0.01 0.27
0.04 -0.01 0.00
-0.11 0.03 -0.25
0.04 -0.02 0.26

The value obtained for the frontier orbital gap is 1.6 eV. The value obtained for the strongest force on any atom is 4.245 eV/Å. As for the total charge: -4. As for the energy above the lowest of the compared OMol25 structures with the same formula, charge and spin: 200.9 kcal per mole.

Charges computed using natural (NBO), reported in e:
1 Zn 0.048
2 S 2.546
3 O -0.923
4 O -0.933
5 O -1.015
6 O -1.076
7 S 2.540
8 O -0.918
9 O -1.044
10 O -0.921
11 O -0.820
12 S 2.610
13 O -1.066
14 O -1.051
15 O -0.983
16 O -0.992
17 O -0.919
18 H 0.447
19 H 0.472
20 O -0.907
21 H 0.450
22 H 0.457
23 O -0.953
24 H 0.459
25 H 0.494
26 O -0.958
27 H 0.494
28 H 0.464
29 O -0.908
30 H 0.454
31 H 0.453